Molecular formula: C62H47MnN6O4P2Si
Method: DFT, ωB97M-V/def2-TZVPD

```
123
C62H47MnN6O4P2Si | the Open Molecules 2025 dataset | ωB97M-V/def2-TZVPD
Mn 0.443 0.509 -0.422
C 0.760 4.507 -1.874
C 2.001 4.996 -1.420
C 2.875 4.139 -0.831
C 2.571 2.743 -0.675
N 1.315 2.311 -1.033
C 0.485 3.187 -1.637
N 3.570 1.972 -0.268
C 3.416 0.669 0.082
N 2.284 -0.006 0.234
C 2.569 -1.292 0.696
N 1.586 -1.895 1.528
C 0.217 -2.313 1.048
C -0.131 -3.787 1.268
C -1.109 -4.316 0.281
C -1.466 -3.571 -0.756
C -0.942 -2.216 -0.909
N -0.119 -1.612 -0.140
C 3.960 -1.422 0.887
C 4.808 -2.424 1.400
C 6.165 -2.189 1.430
C 6.716 -0.978 0.964
C 5.896 0.022 0.482
C 4.519 -0.188 0.454
H 0.034 5.134 -2.372
H 2.260 6.042 -1.539
H 3.847 4.457 -0.478
H -0.470 2.777 -1.943
H 0.735 -4.449 1.320
H -1.475 -5.329 0.406
H -2.155 -3.919 -1.512
H -1.307 -1.660 -1.759
H 4.409 -3.375 1.741
H 6.828 -2.956 1.815
H 7.790 -0.836 0.996
H 6.298 0.967 0.138
C -2.964 2.274 -0.235
Si -1.962 0.760 -0.814
C -2.184 0.793 -2.744
C -3.361 1.247 -3.352
C -3.452 1.474 -4.716
C -2.340 1.260 -5.518
C -1.159 0.812 -4.949
C -1.069 0.566 -3.577
P 0.501 -0.033 -2.780
C 1.835 0.426 -3.985
C 2.852 1.305 -3.631
C 3.871 1.620 -4.524
C 3.895 1.057 -5.787
C 2.906 0.151 -6.146
C 1.899 -0.169 -5.252
C 0.532 -1.825 -3.230
C -0.428 -2.471 -4.003
C -0.317 -3.830 -4.276
C 0.759 -4.553 -3.781
C 1.722 -3.913 -3.009
C 1.609 -2.560 -2.732
C -3.158 -0.678 -0.203
C -4.116 -1.212 -1.076
C -4.972 -2.244 -0.712
C -4.889 -2.795 0.557
C -3.944 -2.304 1.443
C -3.081 -1.268 1.083
P -1.848 -0.579 2.275
C -2.634 -0.937 3.892
C -3.964 -0.562 4.101
C -4.552 -0.684 5.349
C -3.818 -1.173 6.424
C -2.492 -1.527 6.236
C -1.904 -1.406 4.983
C -0.470 -1.847 2.338
C 0.854 -1.214 2.765
C 1.880 -2.218 2.989
C 1.530 -3.459 3.726
C 0.286 -3.925 3.712
C -0.665 -3.394 2.696
H -4.032 2.199 -0.462
H -2.588 3.203 -0.673
H -2.852 2.354 0.851
H -4.226 1.454 -2.730
H -4.377 1.838 -5.149
H -2.383 1.456 -6.583
H -0.295 0.680 -5.585
H 2.879 1.729 -2.645
H 4.651 2.303 -4.209
H 4.690 1.302 -6.481
H 2.927 -0.322 -7.121
H 1.161 -0.907 -5.541
H -1.275 -1.912 -4.386
H -1.073 -4.321 -4.876
H 0.845 -5.612 -3.991
H 2.562 -4.470 -2.613
H 2.343 -2.073 -2.096
H -4.199 -0.808 -2.079
H -5.704 -2.613 -1.421
H -5.551 -3.599 0.856
H -3.888 -2.725 2.441
H -4.544 -0.172 3.273
H -5.585 -0.391 5.486
H -4.275 -1.265 7.400
H -1.903 -1.892 7.068
H -0.858 -1.668 4.870
H 0.965 -0.144 2.972
H 2.869 -1.823 3.182
H 2.289 -3.870 4.378
H -0.012 -4.751 4.347
H -1.701 -3.669 2.886
O 0.666 1.657 3.444
C 0.252 2.189 2.399
O 0.158 1.692 1.248
C -0.199 3.639 2.506
C -0.630 4.331 1.383
C -1.026 5.659 1.477
C -0.997 6.309 2.698
C -0.567 5.600 3.810
C -0.165 4.278 3.737
N -0.539 6.285 5.110
O -0.889 7.452 5.149
O -0.180 5.653 6.084
H -0.640 3.813 0.435
H -1.351 6.190 0.591
H -1.296 7.341 2.805
H 0.172 3.739 4.609
```

Properties
energy above the lowest of the compared OMol25 structures with the same formula, charge and spin = 109.3 kcal/mol
DFT total energy = -5143.43624 a.u.
spin multiplicity = 2
charge = -1
LUMO (spin up / spin down) = 1.77 / 1.72 eV
strongest force on any atom = 0.502 eV Å⁻¹
⟨S²⟩ = 0.79

Results of the Löwdin charge analysis, in e, for atoms 1 through 6: 0.30, -0.11, -0.10, -0.03, -0.37, -0.01

***

Molecular formula: C8H4F3NO4Pt
Method: DFT, ωB97M-V/def2-TZVPD

```
21
C8H4F3NO4Pt | the Open Molecules 2025 dataset | ωB97M-V/def2-TZVPD
Pt 0.697 0.435 0.880
O -3.384 -2.025 0.618
C -2.241 -1.336 0.449
O -1.318 -1.737 -0.196
C -2.325 0.018 1.097
C -3.509 0.446 1.665
C -3.623 1.752 2.126
C -2.567 2.616 1.935
C -1.398 2.130 1.373
N -1.260 0.840 1.034
C -0.255 3.084 1.004
O -0.460 4.268 1.157
O 0.776 2.507 0.508
H -3.266 -2.874 0.166
H -4.339 -0.240 1.711
H -4.545 2.092 2.577
H -2.594 3.665 2.189
F 0.977 -2.447 0.943
C 0.721 -1.361 1.692
F -0.336 -1.682 2.483
F 1.808 -1.258 2.544
```

Properties
DFT total energy = -1081.89289 a.u.
LUMO = -1.67 eV
strongest force on any atom = 0.446 eV Å⁻¹

Results of the natural (NBO) charge analysis, in e, for atoms 1 through 6: 0.86, -0.68, 0.77, -0.54, 0.09, -0.19

***

Molecular formula: C20H25NO2
Method: DFT, ωB97M-V/def2-TZVPD

```
48
C20H25NO2 | the Open Molecules 2025 dataset | ωB97M-V/def2-TZVPD
C 1.379 4.121 1.757
C 1.475 5.046 0.728
C 0.662 4.940 -0.380
C -0.268 3.903 -0.479
O -1.020 3.897 -1.615
C -1.959 2.858 -1.808
C -1.330 1.491 -1.915
C -1.944 0.377 -1.360
C -1.332 -0.861 -1.420
C -0.095 -1.015 -2.032
C 0.607 -2.341 -2.009
C 1.857 -2.296 -1.119
C 1.560 -1.700 0.258
N 0.395 -2.302 0.881
C 0.660 -3.623 1.423
C -0.648 -4.217 1.947
O -1.225 -3.402 2.938
C -1.460 -2.108 2.435
C -0.173 -1.463 1.920
C 0.500 0.097 -2.615
C -0.109 1.336 -2.558
C -0.367 2.980 0.556
C 0.458 3.096 1.663
H 2.018 4.202 2.624
H 2.190 5.853 0.791
H 0.724 5.650 -1.190
H -2.454 3.118 -2.750
H -2.714 2.870 -1.009
H -2.900 0.482 -0.866
H -1.808 -1.717 -0.967
H 0.906 -2.627 -3.021
H -0.073 -3.100 -1.622
H 2.626 -1.679 -1.588
H 2.260 -3.306 -1.021
H 2.456 -1.790 0.898
H 1.347 -0.635 0.134
H 1.056 -4.265 0.635
H 1.395 -3.580 2.248
H -0.473 -5.189 2.412
H -1.350 -4.334 1.107
H -1.880 -1.530 3.259
H -2.190 -2.156 1.613
H -0.402 -0.483 1.495
H 0.527 -1.330 2.765
H 1.454 -0.005 -3.112
H 0.369 2.199 -2.999
H -1.074 2.167 0.510
H 0.372 2.370 2.459
```

Properties
energy above the lowest of the compared OMol25 structures with the same formula, charge and spin = 30.1 kcal/mol
DFT total energy = -982.32447 a.u.
SMILES = c1ccc(OCc2ccc(CCCN3CCOCC3)cc2)cc1
LUMO = 0.83 eV
strongest force on any atom = 0.418 eV Å⁻¹

Results of the natural (NBO) charge analysis, in e, for atoms 1 through 6: -0.25, -0.19, -0.29, 0.38, -0.51, -0.10

***

Molecular formula: C28H77F2MnN8O11S2
Method: DFT, ωB97M-V/def2-TZVPD

```
129
C28H77F2MnN8O11S2 | the Open Molecules 2025 dataset | ωB97M-V/def2-TZVPD
Mn -1.022 1.483 -2.651
N -0.490 2.797 -1.113
S -1.262 4.204 -0.845
O -0.906 4.747 0.399
O -2.610 4.062 -1.280
F -0.654 5.186 -1.984
S 0.526 2.206 0.069
O -0.260 1.470 1.016
O 1.656 3.058 0.303
F 1.025 1.063 -1.034
C -2.463 -0.336 2.963
C -1.475 -0.303 4.145
C -1.786 1.006 4.952
O -1.477 2.192 4.347
C -0.095 2.579 4.392
N -1.739 -1.443 5.022
H -2.296 0.536 2.284
H -3.496 -0.386 3.170
H -2.184 -1.152 2.227
H -0.454 -0.256 3.818
H -1.202 0.850 5.916
H -2.910 1.039 5.150
H 0.043 3.547 3.897
H 0.485 1.849 3.865
H 0.291 2.570 5.433
H -2.703 -1.498 5.282
H -1.594 -2.297 4.497
C 1.092 -1.301 -5.800
C 1.035 -0.237 -4.571
C 0.922 1.148 -5.068
O 0.753 2.066 -3.986
C 1.968 2.697 -3.511
N 0.032 -0.501 -3.455
H 0.296 -0.858 -6.493
H 0.781 -2.352 -5.502
H 2.021 -1.271 -6.394
H 2.073 -0.189 -4.162
H 0.132 1.262 -5.784
H 1.870 1.424 -5.667
H 2.529 3.089 -4.363
H 2.606 2.048 -2.922
H 1.640 3.535 -2.950
H 0.585 -1.088 -2.740
H -0.602 -1.169 -3.835
C -4.410 1.813 -4.827
C -2.982 2.114 -5.173
C -2.805 3.100 -6.348
O -1.478 3.528 -6.223
C -1.227 4.734 -6.998
N -2.334 2.705 -3.982
H -4.407 0.841 -4.264
H -4.979 1.784 -5.730
H -4.989 2.591 -4.255
H -2.479 1.211 -5.472
H -3.484 3.927 -6.227
H -3.035 2.542 -7.271
H -0.309 5.257 -6.583
H -1.995 5.505 -6.947
H -1.027 4.401 -8.027
H -1.484 3.192 -4.371
H -2.920 3.436 -3.575
C -3.893 -0.958 -0.228
C -2.517 -0.597 -0.643
C -1.812 -1.850 -1.291
O -2.407 -2.163 -2.469
C -2.332 -3.598 -2.742
N -2.650 0.413 -1.761
H -3.858 -1.649 0.594
H -4.369 -1.515 -1.009
H -4.497 -0.064 0.110
H -1.880 -0.262 0.170
H -1.870 -2.439 -0.403
H -0.768 -1.672 -1.436
H -1.458 -3.933 -3.270
H -3.196 -3.849 -3.349
H -2.425 -4.040 -1.782
H -3.361 1.016 -1.516
H -3.106 -0.127 -2.496
C 3.431 -3.798 -1.146
C 3.672 -2.285 -1.470
C 4.238 -2.143 -2.913
O 4.254 -0.801 -3.307
C 5.450 -0.110 -2.877
N 2.426 -1.522 -1.405
H 2.773 -3.920 -0.308
H 4.396 -4.230 -0.776
H 3.200 -4.368 -2.076
H 4.395 -2.047 -0.680
H 3.601 -2.636 -3.632
H 5.247 -2.554 -2.971
H 5.673 -0.338 -1.883
H 5.244 0.945 -2.744
H 6.278 -0.195 -3.628
H 2.615 -0.483 -1.346
H 1.825 -1.742 -0.569
C -3.363 -5.181 3.565
C -2.523 -4.936 2.318
C -1.055 -4.827 2.555
O -0.765 -3.729 3.430
C 0.634 -3.734 3.848
N -2.799 -5.986 1.394
H -4.385 -4.939 3.372
H -2.901 -4.635 4.473
H -3.339 -6.300 3.750
H -2.915 -4.006 1.922
H -0.602 -4.707 1.555
H -0.629 -5.763 2.985
H 1.397 -3.535 3.005
H 1.000 -4.714 4.251
H 0.780 -2.861 4.518
H -2.462 -6.851 1.707
H -2.434 -5.778 0.510
C 3.901 1.551 8.262
C 3.570 1.447 6.812
C 3.500 2.787 6.184
O 2.379 3.493 6.759
C 2.529 4.837 6.583
N 4.419 0.525 6.060
H 3.995 0.581 8.688
H 3.018 1.991 8.701
H 4.852 2.053 8.488
H 2.512 1.041 6.826
H 3.425 2.709 5.120
H 4.405 3.324 6.394
H 3.371 5.114 7.245
H 1.623 5.285 6.977
H 2.677 5.202 5.577
H 5.369 0.742 6.326
H 4.164 -0.439 6.331
```

Properties
DFT total energy = -4525.47920 a.u.
spin multiplicity = 6
charge = +1
LUMO (spin up / spin down) = -1.96 / -2.00 eV
strongest force on any atom = 4.118 eV Å⁻¹
⟨S²⟩ = 8.75

Results of the Löwdin charge analysis, in e, for atoms 1 through 6: 0.89, -0.39, 0.53, -0.22, -0.27, -0.18